(1)
C45H37BrN5O7P2SiY as an isolated structure, computed with ωB97M-V/def2-TZVPD.

The value obtained for the LUMO energy (spin up / spin down) is 0.1 / 0.1 eV. The value obtained for the frontier orbital gap (spin up / spin down) is 0.21648 / 0.19193 hartree. The energy above the lowest of the compared OMol25 structures with the same formula, charge and spin comes out at 370.6 kJ/mol.

Each line ends with the Mulliken charge.
Geometry (Å):
1 Y 2.19 -0.94 0.02  0.9494
2 C 5.31 0.88 -2.99  -1.1499
3 C 5.63 2.15 -2.45  -0.5728
4 C 5.03 2.56 -1.30  -0.9530
5 C 4.10 1.72 -0.65  0.8065
6 N 3.79 0.48 -1.17  0.5123
7 C 4.40 0.11 -2.31  -0.4949
8 C 3.40 2.12 0.52  0.0851
9 C 3.65 3.34 1.20  -0.9139
10 C 2.88 3.71 2.26  -1.1898
11 C 1.82 2.88 2.67  -1.0297
12 C 1.64 1.68 2.02  -0.1357
13 N 2.42 1.27 0.99  0.9557
14 C 0.54 0.76 2.39  1.4535
15 C -0.05 0.72 3.60  -1.9547
16 C -1.30 -0.08 3.92  -0.7416
17 C -1.79 -2.23 3.29  -0.8709
18 C -0.73 -2.75 2.28  -1.1832
19 N 0.23 -0.19 1.32  2.0515
20 H 5.76 0.52 -3.90  0.4465
21 H 6.34 2.79 -2.96  0.4184
22 H 5.26 3.53 -0.90  0.3069
23 H 4.11 -0.86 -2.69  0.6491
24 H 4.46 3.98 0.87  0.3612
25 H 3.07 4.65 2.77  0.4205
26 H 1.13 3.18 3.44  0.3978
27 H 0.36 1.36 4.37  0.4122
28 H -2.04 0.55 4.41  0.7380
29 H -2.71 -2.79 3.42  0.4852
30 H -0.80 -3.64 1.66  0.3785
31 O 0.15 -3.36 -2.73  -0.5452
32 P 0.75 -1.96 -2.33  0.0626
33 O 2.24 -1.99 -2.18  -0.4655
34 O 0.13 -1.36 -1.09  0.3970
35 O 0.33 -1.01 -3.60  -0.3864
36 P -1.22 -0.82 -3.95  0.6109
37 O -1.21 -0.01 -5.30  -0.5187
38 O -1.93 -2.11 -3.99  -0.8189
39 O -1.70 0.23 -2.92  -0.0729
40 H -0.71 -3.26 -3.18  0.4457
41 H -1.25 -0.58 -6.08  0.3625
42 Br -2.61 -1.63 6.02  -0.1162
43 C -1.25 -1.52 4.63  0.9234
44 C -1.72 -0.83 2.68  0.3867
45 C -0.44 -1.25 2.02  -0.3875
46 C 0.57 -2.17 2.74  0.4674
47 C 0.96 -2.21 4.18  -0.7020
48 C 0.07 -1.96 5.13  -1.2092
49 N 1.68 -2.34 1.84  -0.0409
50 C 2.47 -3.40 2.04  -0.7255
51 C 3.68 -3.51 1.34  0.7595
52 C 4.55 -4.62 1.49  -1.3354
53 C 5.73 -4.65 0.81  -0.1152
54 C 6.06 -3.58 -0.05  -1.1111
55 C 5.17 -2.55 -0.17  -0.0602
56 N 3.99 -2.48 0.48  0.0997
57 H -2.47 -0.48 1.97  0.4325
58 H -0.35 0.24 0.60  -0.7424
59 H 1.98 -2.47 4.40  0.6051
60 H 0.29 -2.01 6.18  0.4500
61 H 2.21 -4.17 2.76  0.4354
62 H 4.25 -5.42 2.15  0.4202
63 H 6.40 -5.49 0.92  0.4251
64 H 6.99 -3.56 -0.60  0.4229
65 H 5.39 -1.71 -0.82  0.5265
66 C -0.27 4.14 0.36  -0.4937
67 C -1.61 3.96 0.68  -0.9305
68 C -2.35 2.99 0.02  0.0747
69 C -1.76 2.18 -0.96  0.7503
70 C -0.41 2.37 -1.26  -0.5011
71 C 0.33 3.35 -0.61  -0.3901
72 Si -2.79 0.92 -1.85  -0.2916
73 C -3.52 -0.38 -0.73  0.9797
74 C -3.04 -1.69 -0.64  -0.0157
75 C -3.62 -2.59 0.24  -0.5692
76 C -4.68 -2.21 1.04  -0.5381
77 C -5.17 -0.91 0.96  -0.8487
78 C -4.60 -0.01 0.08  -0.3996
79 C -4.15 1.74 -2.82  0.3907
80 C -5.30 1.04 -3.20  -0.1770
81 C -6.28 1.64 -3.96  -0.7061
82 C -6.14 2.96 -4.36  -0.4514
83 C -5.01 3.68 -3.99  -0.7512
84 C -4.03 3.07 -3.23  -0.4079
85 H 0.31 4.90 0.87  0.4272
86 H -2.08 4.58 1.43  0.4159
87 H -3.40 2.87 0.26  0.2686
88 H 0.07 1.76 -2.01  0.3294
89 H 1.38 3.48 -0.84  0.5342
90 H -2.20 -2.00 -1.24  0.2032
91 H -3.24 -3.61 0.29  0.4361
92 H -5.14 -2.91 1.72  0.4508
93 H -6.00 -0.60 1.58  0.4227
94 H -5.01 0.99 0.01  0.3141
95 H -5.42 0.00 -2.88  0.4002
96 H -7.17 1.08 -4.25  0.3988
97 H -6.91 3.43 -4.96  0.3847
98 H -4.90 4.71 -4.30  0.3994
99 H -3.15 3.64 -2.94  0.3729

(2)
A 2-piece molecular cluster, C4H14NO overall at a distorted geometry, computed with ωB97M-V/def2-TZVPD.

The value obtained for the LUMO energy is -2.8 eV. The value obtained for the frontier orbital gap is 0.46814 hartree. The energy above the lowest of the compared OMol25 structures with the same formula, charge and spin comes out at 221.7 kJ/mol. Its total charge is +1.

Each line ends with the Mulliken charge.
Geometry (Å):
1 C 1.10 -0.84 -1.45  -1.1454
2 C -0.33 -0.03 -1.15  0.3234
3 N -0.08 0.49 0.36  -0.2084
4 C -1.27 0.21 1.21  -0.9972
5 C -0.73 1.27 -1.94  -1.1568
6 H 1.31 -0.97 -2.47  0.3974
7 H 0.88 -1.93 -1.20  0.3437
8 H 2.08 -0.53 -0.78  0.2850
9 H -1.14 -0.79 -1.07  0.3623
10 H 0.80 0.10 0.72  0.3330
11 H 0.14 1.48 0.36  0.3327
12 H -1.61 -0.82 1.16  0.3838
13 H -0.86 0.23 2.30  0.3375
14 H -2.09 0.69 0.77  0.4031
15 H -1.35 1.14 -2.96  0.3348
16 H 0.26 1.75 -2.28  0.3427
17 H -1.26 2.06 -1.29  0.3107
18 H 0.71 -1.55 3.31  0.3170
19 H 2.04 -0.84 3.53  0.3332
20 O 1.41 -1.11 2.85  -0.6324

(3)
C2H8S4Si in the gas phase at a distorted geometry, computed with ωB97M-V/def2-TZVPD.

The value obtained for the LUMO energy is -0.2 eV. The value obtained for the frontier orbital gap is 0.32740 hartree. The energy above the lowest of the compared OMol25 structures with the same formula, charge and spin comes out at 112.3 kJ/mol.

Each line ends with the Mulliken charge.
Geometry (Å):
1 S -3.19 -0.39 0.45  -0.2658
2 C -1.46 0.43 0.11  -0.4394
3 C -0.40 0.02 1.03  -0.5460
4 Si 1.37 0.05 0.20  0.4621
5 S 2.75 -1.03 1.38  -0.3152
6 S 1.71 2.68 -0.08  -0.3798
7 S 1.40 -0.73 -1.72  -0.2102
8 H -2.90 -1.66 1.02  0.1276
9 H -1.11 0.16 -0.92  0.1291
10 H -1.66 1.47 0.05  0.3503
11 H -0.51 0.52 2.09  0.3272
12 H -0.47 -0.97 1.26  0.4163
13 H 3.12 0.01 2.14  0.1598
14 H 0.91 2.62 -1.16  0.0987
15 H 0.42 0.14 -1.92  0.0853

(4)
A 2-piece molecular cluster, C2HClN2S overall at a distorted geometry, computed with ωB97M-V/def2-TZVPD.

The value obtained for the LUMO energy (spin up / spin down) is -2.5 / -2.5 eV. The value obtained for the frontier orbital gap (spin up / spin down) is 0.22624 / 0.22599 hartree. The energy above the lowest of the compared OMol25 structures with the same formula, charge and spin comes out at 422.8 kJ/mol.

Each line ends with the Mulliken charge.
Geometry (Å):
1 C 0.52 0.44 -0.26  -0.2210
2 C 1.65 -0.19 -0.06  0.1501
3 N -1.22 0.96 0.75  -0.0550
4 N -2.08 0.28 0.50  0.0881
5 S 2.77 -1.24 0.31  -0.2847
6 Cl -2.00 -1.34 -0.16  -0.0130
7 H 0.37 1.09 -1.09  0.3356

(5)
A 2-piece molecular cluster, C5H12O2 overall at a distorted geometry, computed with ωB97M-V/def2-TZVPD.

The value obtained for the LUMO energy is 0.9 eV. The value obtained for the frontier orbital gap is 0.39264 hartree. The energy above the lowest of the compared OMol25 structures with the same formula, charge and spin comes out at 71.6 kJ/mol.

Each line ends with the Mulliken charge.
Geometry (Å):
1 C -0.83 -0.71 1.32  -0.6589
2 C -0.85 -1.23 -0.12  -0.4384
3 C 0.57 -1.33 -0.66  -0.5109
4 O 1.25 -0.08 -0.60  -0.3836
5 C 1.35 0.38 0.75  -0.5112
6 C -0.02 0.59 1.38  -0.4389
7 H -0.35 -1.46 1.97  0.3085
8 H -1.86 -0.54 1.69  0.2823
9 H -1.42 -0.53 -0.76  0.2600
10 H -1.34 -2.22 -0.18  0.3033
11 H 0.58 -1.64 -1.72  0.2855
12 H 1.14 -2.08 -0.08  0.3307
13 H 1.94 1.31 0.71  0.2856
14 H 1.93 -0.36 1.34  0.3309
15 H 0.11 0.93 2.42  0.3032
16 H -0.54 1.39 0.82  0.2602
17 O -0.92 2.59 -2.62  -0.6452
18 H -0.49 3.02 -3.39  0.3138
19 H -0.24 1.98 -2.27  0.3232

Calculated M, 1018.66, 92.16, 188.44, 120.56, 104.15 g mol⁻¹ (same order as the records).